No. 1
# C27H35BrF5MoO6PS5Sb

C27H35BrF5MoO6PS5Sb as an isolated structure in a non-equilibrium geometry (the ωB97M-V functional and the def2-TZVPD basis, the OMol25 dataset).

The geometry in XYZ format:
```
82
Properties=species:S:1:pos:R:3:forces:R:3
Mo -0.633705 1.231133 1.309411 1.142 -0.142 1.083
S 3.364772 1.852385 4.437793 0.018 0.068 -0.023
Sb 2.086163 2.887985 2.870824 -0.118 -0.003 0.228
S 1.775678 1.114164 1.096137 -0.786 -0.382 0.105
S -0.259570 2.199271 3.365161 0.002 0.034 -0.068
C -5.063524 -5.187910 1.127438 -0.071 -0.024 -0.006
C -3.695329 -5.445283 1.772802 0.113 0.057 -0.022
C -3.924124 -5.934193 3.203072 0.004 -0.011 0.019
C -2.962298 -6.550318 0.997142 0.010 -0.012 -0.004
C -2.863653 -4.158381 1.737865 -0.049 -0.086 0.026
C -2.361520 -3.554023 2.881062 0.035 0.045 0.066
C -1.639194 -2.379358 2.779529 0.058 0.121 0.060
Br -0.961991 -1.592818 4.358027 0.008 0.044 -0.033
C -1.393183 -1.746198 1.554320 0.220 0.636 0.008
O -0.694423 -0.591177 1.548433 -0.363 -2.102 0.414
C -1.868320 -2.354429 0.384500 -0.146 -0.073 -0.252
C -2.585197 -3.543310 0.526789 -0.013 0.055 -0.149
C -1.656414 -1.837621 -1.053982 0.060 -0.022 0.120
C -0.829521 -2.885981 -1.820855 0.045 0.045 -0.002
C -0.905850 -0.510374 -1.152268 0.226 -0.092 -0.159
C -3.014990 -1.634010 -1.741382 -0.122 -0.053 0.039
H -5.690848 -6.086374 1.188795 0.068 0.087 -0.022
H -4.964852 -4.913007 0.074273 -0.007 -0.009 0.079
H -5.576642 -4.370110 1.640638 0.009 -0.053 -0.037
H -4.516112 -6.853607 3.182814 0.013 0.029 0.013
H -4.467743 -5.192716 3.794860 0.041 -0.047 -0.017
H -2.978059 -6.152829 3.705852 -0.070 0.010 -0.015
H -3.531414 -7.487630 1.027510 0.038 0.090 -0.010
H -1.976587 -6.727423 1.435614 -0.050 -0.017 -0.035
H -2.817091 -6.271511 -0.049707 -0.007 -0.021 0.073
H -2.518717 -3.974128 3.865686 0.015 0.053 -0.055
H -2.955290 -4.011197 -0.377980 0.012 0.024 -0.006
H 0.143070 -3.022259 -1.340005 -0.046 -0.005 -0.049
H -0.653387 -2.541292 -2.845449 -0.023 -0.032 0.093
H -1.331182 -3.856970 -1.864041 0.008 0.056 0.001
H 0.092231 -0.568721 -0.731794 0.147 -0.071 -0.071
H -1.480477 0.295590 -0.689425 -0.110 -0.001 -0.184
H -0.799259 -0.235165 -2.204696 -0.026 -0.045 0.072
H -3.618013 -2.546287 -1.751494 0.050 0.012 -0.041
H -2.852386 -1.319158 -2.777911 -0.015 -0.026 0.082
H -3.579673 -0.846380 -1.236638 0.061 -0.097 -0.121
O -3.317752 1.311203 -0.431967 -0.197 0.167 0.726
C -3.585699 1.066814 0.751207 0.551 -0.090 -0.012
O -2.778333 1.015508 1.756384 -0.079 0.339 -0.861
H -4.624451 0.816876 1.013005 -0.237 0.045 0.139
F -2.000857 6.518876 -3.447614 -0.078 0.343 -0.330
C -1.691995 5.605671 -2.528102 -0.028 0.013 -0.040
C -1.784896 5.908506 -1.193804 0.062 -0.101 0.398
F -2.168619 7.131512 -0.820804 -0.098 0.284 0.119
C -1.484068 4.952608 -0.240094 -0.129 0.534 -0.075
F -1.572170 5.273316 1.041569 -0.080 0.140 0.440
C -1.093347 3.679339 -0.597387 0.126 -0.769 0.488
O -0.817796 2.768862 0.317797 -0.410 1.521 -1.184
C -0.993366 3.397638 -1.946645 -0.050 0.104 -0.529
F -0.600799 2.196273 -2.330105 0.089 -0.278 -0.176
C -1.288335 4.349280 -2.906120 0.092 -0.424 0.088
F -1.194027 4.053079 -4.201726 0.034 -0.093 -0.249
C 3.971321 4.725058 -0.630981 0.087 0.047 -0.019
C 3.382339 3.412193 -1.100729 0.031 -0.023 -0.146
C 2.486893 3.582883 -2.313438 -0.013 0.020 -0.066
O 4.513355 2.554314 -1.368647 -0.115 0.344 0.135
P 4.451810 1.082439 -2.008676 -0.017 -0.150 -0.178
S 4.717653 1.120120 -3.948561 -0.005 -0.081 0.106
S 2.791756 0.127069 -1.398083 -0.118 0.147 -0.024
O 5.756054 0.443524 -1.337529 0.166 -0.075 0.023
C 6.257993 0.585126 0.012790 -0.208 0.184 -0.015
C 5.203946 0.856583 1.071609 0.031 -0.085 0.013
C 7.339844 1.646565 -0.007110 0.094 0.111 0.046
H 3.171565 5.423741 -0.371839 0.047 -0.047 0.000
H 4.586786 5.160329 -1.424720 -0.049 0.005 0.054
H 4.596541 4.569510 0.250187 -0.017 0.020 -0.005
H 2.808917 2.957899 -0.292352 -0.041 -0.057 0.002
H 3.061390 3.962929 -3.162583 -0.043 0.004 0.039
H 1.686447 4.290866 -2.068369 0.095 -0.032 -0.020
H 2.032433 2.632405 -2.598606 0.045 0.073 -0.001
H 6.709547 -0.383994 0.219060 0.041 -0.148 -0.017
H 4.836910 1.882860 1.020727 0.016 -0.052 0.012
H 5.630657 0.701371 2.065897 0.002 0.056 -0.064
H 4.353188 0.186800 0.964375 0.042 -0.007 0.032
H 6.897385 2.608384 -0.278472 0.050 -0.057 0.041
H 8.108020 1.395265 -0.741108 -0.012 0.026 0.016
H 7.802424 1.732053 0.982880 -0.053 -0.001 -0.103
```
Positions in Å, forces in eV/Å.

- electronic energy (Ha) = -7215.65452
- 2S+1 = 2
- frontier orbital gap (spin up / spin down) (eV) = 5.737 / 5.011
- net charge = -2

Atomic partial charges in e from the Löwdin method, atoms 1 to 8: atom 1 (Mo): 1.127, atom 2 (S): -0.392, atom 3 (Sb): 0.197, atom 4 (S): 0.001, atom 5 (S): -0.105, atom 6 (C): -0.053, atom 7 (C): -0.561, atom 8 (C): -0.078


No. 2
# C27H35Cl2N3O18P

A 7-piece molecular cluster, C27H35Cl2N3O18P overall in a non-equilibrium geometry (the ωB97M-V functional and the def2-TZVPD basis, the OMol25 dataset).

The geometry in XYZ format:
```
86
Properties=species:S:1:pos:R:3:forces:R:3
C -1.993216 0.524868 -3.077886 -0.379 0.112 -0.209
C -0.862410 -0.031016 -2.638002 -0.007 0.206 0.148
C 0.379854 -0.239391 -3.415063 1.995 0.824 0.280
C 1.673585 0.065281 -2.895519 -1.080 -0.689 -1.265
C 2.786599 -0.205675 -3.725354 1.566 0.668 1.469
N 2.821564 -0.678290 -4.958900 -1.096 0.449 1.369
N 1.602170 -0.943540 -5.376041 -0.591 -0.943 -1.881
C 1.554346 -1.479297 -6.735557 0.110 -1.491 -0.507
Cl 1.576283 -3.235310 -6.891466 0.138 1.067 0.577
C 1.534040 -0.688837 -7.800390 -0.010 1.289 -0.396
C 1.532074 0.839182 -7.684920 0.303 -0.240 -0.029
Cl 1.523821 -1.341698 -9.422151 0.199 0.494 1.216
C 0.444454 -0.793906 -4.733105 -1.507 -0.488 1.541
P -1.161520 -1.312539 -5.564690 -0.885 1.435 -2.078
N -1.618432 -0.206030 -6.600444 0.703 -0.255 0.694
H -2.920488 0.323149 -2.519885 0.573 0.735 0.063
H -2.084015 1.162070 -3.969847 0.038 -0.830 0.035
H -0.829016 -0.327950 -1.583269 0.116 -0.476 -0.731
H 1.834188 0.490733 -1.899016 -0.181 -0.283 -0.369
H 3.779365 0.004058 -3.297068 -0.467 -0.095 -0.402
H 1.799263 1.169886 -6.663966 -0.151 -0.249 -0.468
H 0.542456 1.262120 -7.931751 0.455 -0.302 -0.144
H 2.296521 1.263066 -8.364099 -0.508 -0.254 0.248
H -2.200987 -1.477527 -4.620937 0.853 -0.609 0.304
H -0.977010 -2.560751 -6.218767 0.224 0.084 0.784
H -0.976089 0.581009 -6.627322 -0.338 0.004 -0.194
C 1.077686 -1.805261 2.291935 0.156 -0.199 0.392
C 0.941618 -0.400396 1.775531 0.148 0.167 0.419
O 0.768747 -0.607985 0.362615 -0.146 -0.435 -0.266
C 0.281437 -1.865050 0.193607 0.018 -0.350 0.268
O -0.127661 -2.285607 -0.849915 0.145 0.056 0.008
O 0.317620 -2.568014 1.339904 -0.024 0.360 -0.565
H 0.677508 -1.922450 3.291175 -0.127 -0.165 -0.160
H 2.110066 -2.158796 2.280463 -0.048 -0.012 -0.019
H 0.062093 0.107072 2.169351 0.024 -0.030 -0.055
H 1.815376 0.207426 1.976516 -0.067 0.026 -0.207
C 0.076440 3.860041 0.075314 -0.144 0.055 -0.453
C -0.041641 4.918328 1.141089 -0.146 0.507 -0.084
O 0.043520 4.158263 2.346649 0.165 -0.359 -0.244
C 0.695959 3.007365 2.063091 0.018 0.089 0.406
O 1.076075 2.230968 2.881009 0.033 0.290 -0.137
O 0.860763 2.852875 0.719355 -0.043 0.050 0.245
H 0.571598 4.222701 -0.823740 0.134 -0.145 0.069
H -0.890528 3.432221 -0.199826 0.012 -0.001 0.062
H 0.783016 5.633653 1.115533 0.007 -0.057 0.008
H -0.982400 5.462340 1.090343 -0.003 -0.085 0.208
C -1.705005 -1.777255 -10.500201 0.286 0.066 0.239
C -2.416572 -3.078976 -10.768006 0.086 -0.404 0.097
O -3.665788 -2.649137 -11.302146 0.209 0.289 0.007
C -3.483641 -1.403930 -11.822940 -0.309 0.165 -0.235
O -4.279951 -0.830963 -12.487694 0.111 -0.058 0.093
O -2.263842 -0.904284 -11.477472 -0.191 -0.269 0.007
H -0.627290 -1.856479 -10.621954 -0.220 0.118 -0.205
H -1.921754 -1.378222 -9.504382 -0.006 -0.005 -0.006
H -1.904140 -3.690983 -11.514194 -0.008 0.045 -0.005
H -2.562811 -3.671387 -9.866163 -0.205 0.020 -0.070
C 3.160767 1.808689 6.647959 0.025 0.404 0.375
C 4.411376 1.133131 6.151603 0.485 0.210 0.149
O 3.907897 -0.089450 5.606968 -0.403 0.017 -0.121
C 2.608967 0.113462 5.288357 -0.068 0.148 0.003
O 1.942313 -0.656247 4.659920 0.168 0.110 0.136
O 2.159367 1.291171 5.768827 0.136 -0.434 -0.125
H 3.213557 2.893245 6.582039 -0.192 -0.050 -0.137
H 2.909873 1.527873 7.672971 -0.008 -0.041 -0.048
H 4.906108 1.696049 5.357377 -0.061 -0.035 -0.016
H 5.128590 0.939475 6.946312 -0.045 -0.218 -0.082
C 0.102450 -2.199554 6.896413 0.285 0.114 -0.442
C -0.712881 -3.462267 6.990739 -0.046 -0.332 -0.291
O -1.059997 -3.508925 8.374509 0.115 0.389 -0.032
C -1.001744 -2.241590 8.854912 -0.124 -0.070 0.381
O -1.394027 -1.912673 9.927594 0.081 0.073 -0.236
O -0.435720 -1.395321 7.946137 -0.237 -0.295 0.198
H -0.002611 -1.700816 5.935344 -0.001 0.164 0.141
H 1.163341 -2.371241 7.092061 -0.032 -0.011 0.012
H -1.629519 -3.415102 6.397893 0.006 0.034 0.042
H -0.150509 -4.347640 6.700656 -0.058 -0.046 0.206
C -2.213762 1.445154 7.628794 0.236 -0.196 -0.318
C -2.735974 1.066357 8.985320 0.052 -0.563 0.364
O -2.929542 2.331814 9.617475 0.031 0.214 -0.472
C -3.088800 3.257159 8.634937 -0.122 0.254 0.167
O -3.432156 4.379492 8.815582 0.060 -0.115 -0.074
O -2.802016 2.727523 7.412127 -0.056 0.015 0.282
H -2.515296 0.741989 6.854244 -0.064 0.183 -0.081
H -1.125810 1.545409 7.614331 -0.026 0.008 0.010
H -3.696033 0.546983 8.934506 0.006 0.046 -0.013
H -2.032110 0.454111 9.544661 -0.083 0.130 0.150
```
Positions in Å, forces in eV/Å.

- electronic energy (Ha) = -3829.84365
- frontier orbital gap (eV) = 6.702
- net charge = +1

Atomic partial charges in e from the Löwdin method, atoms 1 to 8: atom 1 (C): 0.029, atom 2 (C): -0.139, atom 3 (C): -0.124, atom 4 (C): 0.094, atom 5 (C): -0.048, atom 6 (N): 0.185, atom 7 (N): -0.127, atom 8 (C): -0.702


No. 3
# C27H35CoN5O3P2

C27H35CoN5O3P2 as an isolated structure in a non-equilibrium geometry (the ωB97M-V functional and the def2-TZVPD basis, the OMol25 dataset).

The geometry in XYZ format:
```
73
Properties=species:S:1:pos:R:3:forces:R:3
Co -0.186884 -1.605892 0.470647 -0.045 0.015 3.716
C -0.442586 2.609179 4.998591 0.214 -0.547 0.309
C -0.961374 2.082962 3.891955 -0.606 -0.142 0.237
C -0.952695 2.553255 2.462402 -0.070 -0.094 -0.215
C 0.320794 2.101613 1.752375 0.035 -0.545 -0.141
C 1.600115 2.765707 2.175783 -0.092 0.143 -0.063
C 1.739813 3.818192 2.990215 0.789 -0.337 -0.568
C 0.748104 4.540683 3.850260 -0.328 0.480 0.289
C 0.383618 3.846921 5.173721 -0.147 0.291 -0.089
C 1.339815 -2.660845 1.133932 2.035 -1.756 1.345
H -0.664536 2.069799 5.927688 0.204 0.113 -0.275
H -1.520228 1.142974 3.995785 0.259 0.359 0.184
H -1.094629 3.628070 2.313564 -0.049 -0.325 0.103
H -1.819536 2.080073 1.983869 0.377 0.105 0.085
H 0.442323 1.020581 1.933755 -0.072 0.158 -0.122
H 0.191605 2.216946 0.661364 0.134 0.049 0.206
H 2.491705 2.299686 1.715688 -0.375 0.604 0.184
H 2.743547 4.258323 3.016014 -0.149 -0.382 0.292
H -0.211288 4.709526 3.347466 0.555 0.367 0.098
H 1.204744 5.510992 4.096463 -0.358 -0.139 -0.104
H 1.273743 3.703250 5.808598 -0.224 -0.335 -0.291
H -0.247942 4.529756 5.753406 0.101 0.210 -0.008
H 1.397233 -2.157943 2.114405 -0.010 -0.075 -0.350
H 2.385228 -2.839697 0.818116 -0.357 -0.076 0.133
H 0.857182 -3.642890 1.245292 0.150 0.133 -0.030
P 1.339130 -1.617070 -0.928544 2.508 1.192 -4.949
P -1.842061 -1.089027 -0.755617 -4.897 2.580 -4.406
N 2.690994 -0.476571 -0.896951 -0.262 -0.461 0.636
N 2.168378 -2.903230 -1.941474 -0.440 -0.136 1.193
N -1.965061 0.669069 -1.245463 -0.293 -0.320 0.163
N -3.606843 -1.418172 -1.333653 0.332 -0.393 0.305
C 0.370545 -0.993068 -2.361592 0.439 0.013 -0.904
C -1.018650 -1.659217 -2.307193 0.095 -0.168 -0.077
C 3.614022 -0.364849 0.148158 0.617 0.737 -0.512
C 4.614237 0.525588 -0.239458 -1.039 -0.649 -0.025
C 4.300331 0.974194 -1.561699 -1.124 -0.932 -0.041
C 3.135519 0.322591 -1.954973 0.507 0.357 0.542
C 2.455422 -4.220022 -1.596986 0.674 -0.363 -1.402
C 3.070846 -4.849356 -2.688562 -0.679 0.805 0.670
C 3.147027 -3.888298 -3.751318 -0.489 0.887 1.307
C 2.631007 -2.700578 -3.247811 -0.082 -0.631 -0.266
C -2.514057 1.709460 -0.483918 0.443 0.620 -0.732
C -2.419750 2.905643 -1.205190 -0.103 -1.210 0.565
C -1.860910 2.585959 -2.479058 -0.136 -1.399 0.272
C -1.659223 1.210357 -2.498556 0.258 0.794 0.150
C -4.346056 -0.700130 -2.281470 -0.249 -0.843 -0.151
C -5.389231 -1.492776 -2.757939 1.300 0.304 0.905
C -5.301973 -2.744708 -2.071732 0.662 0.328 0.365
C -4.218440 -2.666012 -1.208372 -0.126 0.240 -0.471
H 0.813046 -1.209297 -3.343202 -0.200 0.271 0.290
H 0.309948 0.099121 -2.229317 -0.009 -0.471 -0.014
H -1.648402 -1.398370 -3.179634 0.285 -0.166 0.498
H -0.952305 -2.774294 -2.273849 0.020 0.714 -0.030
H 3.487423 -0.934911 1.061374 0.049 0.230 -0.197
H 5.476634 0.829365 0.338813 -0.214 -0.118 0.033
H 4.849406 1.683741 -2.164083 -0.045 -0.118 0.075
H 2.574151 0.363896 -2.880405 0.177 0.129 0.250
H 2.203708 -4.599908 -0.625603 -0.002 -0.090 0.081
H 3.424490 -5.873049 -2.735428 -0.187 0.202 0.145
H 3.516693 -4.014273 -4.760350 0.069 -0.036 0.242
H 2.532579 -1.743333 -3.746291 0.176 -0.374 0.192
H -2.972593 1.511784 0.476637 0.230 0.001 -0.184
H -2.731484 3.888008 -0.860264 0.039 -0.364 -0.041
H -1.645876 3.245244 -3.310001 -0.122 -0.057 0.175
H -1.291430 0.593917 -3.311995 -0.164 0.363 0.294
H -4.084746 0.304106 -2.547153 0.088 0.196 -0.020
H -6.103782 -1.191528 -3.508604 -0.011 -0.010 0.129
H -5.957777 -3.596020 -2.204798 0.140 0.128 0.142
H -3.813967 -3.383738 -0.511521 -0.076 -0.062 -0.009
O -0.686178 -0.978097 2.358327 -1.616 -1.307 0.237
N -1.634468 -1.891799 2.621068 0.256 -0.114 -0.482
O -2.408380 -1.732176 3.538594 1.003 -0.201 -1.011
O -1.669795 -2.899423 1.815717 0.224 1.627 1.146
```
Positions in Å, forces in eV/Å.

- electronic energy (Ha) = -3614.47460
- 2S+1 = 4
- frontier orbital gap (spin up / spin down) (eV) = 6.636 / 7.023
- net charge = 0

Atomic partial charges in e from the Löwdin method, atoms 1 to 8: atom 1 (Co): 0.266, atom 2 (C): -0.110, atom 3 (C): -0.098, atom 4 (C): -0.199, atom 5 (C): -0.201, atom 6 (C): -0.096, atom 7 (C): -0.103, atom 8 (C): -0.208


> Number 3 is which compound?

C27H35CoN5O3P2


> Number 3 is which compound?

C27H35CoN5O3P2


> Look up the net charge of the first one.

-2